Version A
Below is 2 unconnected molecules or ions with the total composition C4H8N4O, with properties calculated with wB97M-V/def2-TZVPD.

Values from the calculation:
Orbital gap (spin up / spin down) ... 0.327 / 0.286 Eh
Molecular weight ... 128.13 g mol⁻¹
HOMO energy (spin up / spin down) ... -8.52 / -8.28 eV

Each atom is followed by the atoms it is bonded to, with distances in Å.
Cartesian coordinates (Å):
1 C 2.586 0.971 1.206  C2 1.371, N5 1.362, H10 1.027
2 C 1.475 0.206 1.453  C1 1.371, N7 1.330, H11 1.057
3 C -0.990 1.095 -1.626  H12 1.105, H13 1.083, H14 1.112
4 C -2.108 -1.483 0.091  O9 1.443, H15 1.076, H16 1.142, H17 1.094
5 N 2.827 1.007 -0.134  C1 1.362, N6 1.242
6 N 1.884 0.439 -0.709  N5 1.242, N7 1.338
7 N 1.070 -0.078 0.218  C2 1.330, N6 1.338, N8 1.359
8 N -0.013 -0.728 -0.285  N7 1.359, O9 1.373
9 O -0.916 -0.968 0.721  C4 1.443, N8 1.373
10 H 3.099 1.481 1.935  C1 1.027
11 H 1.072 -0.221 2.332  C2 1.057
12 H -0.151 0.941 -2.328  C3 1.105
13 H -1.818 0.437 -1.858  C3 1.083
14 H -0.907 1.837 -0.802  C3 1.112
15 H -1.924 -2.488 -0.245  C4 1.076
16 H -2.291 -0.789 -0.798  C4 1.142
17 H -2.894 -1.660 0.830  C4 1.094



Version B
Below is 2 unconnected molecules or ions with the total composition C4H8N4O, with properties calculated with wB97M-V/def2-TZVPD.

Values from the calculation:
Orbital gap ... 0.320 Eh
Molecular weight ... 128.13 g mol⁻¹
HOMO energy ... -9.17 eV
SMILES ... [H]/N=C/C(C)=N/[H].N#CON

Each atom is followed by the atoms it is bonded to, with distances in Å.
Cartesian coordinates (Å):
1 H -1.442 2.433 -1.706  N2 1.015
2 N -1.092 1.977 -0.870  H1 1.015, C3 1.225
3 C -1.263 0.793 -0.608  N2 1.225, C4 1.751, H8 1.089
4 C -0.288 0.136 0.690  C3 1.751, C5 1.498, N6 1.281
5 C 0.107 1.156 1.713  C4 1.498, H9 1.092, H10 1.089, H11 1.088
6 N -0.716 -1.046 0.938  C4 1.281, H7 1.021
7 H -0.844 -1.211 1.937  N6 1.021
8 H -1.817 -0.033 -1.052  C3 1.089
9 H 0.919 1.760 1.305  C5 1.092
10 H 0.525 0.691 2.604  C5 1.089
11 H -0.707 1.844 1.930  C5 1.088
12 N 2.383 -0.030 -0.066  C13 1.172
13 C 1.377 -0.194 -0.645  N12 1.172, O14 1.343
14 O 0.722 -0.804 -1.646  C13 1.343, N15 1.443
15 N 0.906 -2.233 -1.735  O14 1.443, H16 1.016, H17 1.035
16 H 0.091 -2.762 -2.032  N15 1.016
17 H 1.138 -2.478 -0.757  N15 1.035



Version C
Below is a single C4H8N4O molecule, with properties calculated with wB97M-V/def2-TZVPD.

Values from the calculation:
Orbital gap ... 0.288 Eh
Molecular weight ... 128.13 g mol⁻¹
HOMO energy ... -7.10 eV

Each atom is followed by the atoms it is bonded to, with distances in Å.
Cartesian coordinates (Å):
1 C 0.074 1.263 0.391  C2 1.363, N6 1.425, H10 1.038
2 C 1.242 0.587 0.196  C1 1.363, N7 1.305, O9 1.338
3 C -0.904 -0.793 0.074  N5 1.261, N6 1.254
4 C -2.341 1.113 -0.175  N6 1.473, H11 1.030, H12 1.075, H13 1.131
5 N -1.444 -1.915 0.272  C3 1.261, H14 0.937
6 N -1.071 0.447 0.161  C1 1.425, C3 1.254, C4 1.473
7 N 1.238 -0.717 0.253  C2 1.305, N8 1.419
8 N 2.307 -1.543 -0.183  N7 1.419, H15 0.953, H16 1.071
9 O 2.330 1.336 -0.022  C2 1.338, H17 1.047
10 H -0.143 2.278 0.418  C1 1.038
11 H -2.305 1.961 -0.759  C4 1.030
12 H -2.903 0.418 -0.774  C4 1.075
13 H -2.986 1.367 0.719  C4 1.131
14 H -0.885 -2.574 -0.091  N5 0.937
15 H 2.390 -2.363 0.296  N8 0.953
16 H 2.223 -1.800 -1.219  N8 1.071
17 H 3.178 0.934 0.441  O9 1.047



Most stable structure, least stable structure: version C, version A.



Version A
Below is 4 unconnected molecules or ions with the total composition C2H13NO3, with properties calculated with wB97M-V/def2-TZVPD.

Values from the calculation:
Orbital gap ... 0.333 Eh
Molecular weight ... 99.13 g mol⁻¹
HOMO energy ... -8.56 eV
SMILES ... CNC.O.O.O

Each atom is followed by the atoms it is bonded to, with distances in Å.
Cartesian coordinates (Å):
1 C -0.647 0.179 -2.454  N2 1.472, H4 1.096, H5 1.096, H6 1.086
2 N -1.684 0.704 -1.550  C1 1.472, C3 1.449, H7 1.006
3 C -2.399 -0.385 -0.917  N2 1.449, H8 1.097, H9 1.100, H10 1.088
4 H -1.161 -0.329 -3.277  C1 1.096
5 H -0.073 -0.645 -2.013  C1 1.096
6 H -0.045 1.018 -2.790  C1 1.086
7 H -1.315 1.409 -0.934  N2 1.006
8 H -1.795 -1.226 -0.554  C3 1.097
9 H -2.864 0.074 -0.031  C3 1.100
10 H -3.224 -0.735 -1.535  C3 1.088
11 O 0.715 0.467 1.521  H12 0.958, H13 0.964
12 H -0.040 0.692 2.067  O11 0.958
13 H 0.897 1.194 0.914  O11 0.964
14 O 2.536 1.973 -0.409  H15 0.963, H16 0.962
15 H 3.153 2.469 -0.956  O14 0.963
16 H 2.981 1.757 0.416  O14 0.962
17 O 0.825 -2.960 3.059  H18 0.960, H19 0.959
18 H 0.432 -2.984 3.935  O17 0.960
19 H 0.315 -2.263 2.642  O17 0.959



Version B
Below is 4 unconnected molecules or ions with the total composition C2H13NO3, with properties calculated with wB97M-V/def2-TZVPD.

Values from the calculation:
Orbital gap ... 0.377 Eh
Molecular weight ... 99.13 g mol⁻¹
HOMO energy ... -9.42 eV
SMILES ... CCN.O.O.O

Each atom is followed by the atoms it is bonded to, with distances in Å.
Cartesian coordinates (Å):
1 C -1.321 1.718 0.607  C2 1.533, H4 1.092, H5 1.093, H6 1.087
2 C -2.732 2.015 1.125  C1 1.533, N3 1.466, H7 1.086, H8 1.086
3 N -3.748 1.651 0.133  C2 1.466, H9 1.005, H10 1.010
4 H -1.192 2.037 -0.430  C1 1.092
5 H -0.608 2.308 1.189  C1 1.093
6 H -0.974 0.712 0.831  C1 1.087
7 H -2.897 1.374 1.986  C2 1.086
8 H -2.784 3.067 1.389  C2 1.086
9 H -4.657 1.752 0.549  N3 1.005
10 H -3.650 2.177 -0.723  N3 1.010
11 O 4.033 -5.515 -2.628  H12 0.962, H13 0.976
12 H 4.338 -5.039 -1.850  O11 0.962
13 H 3.456 -6.223 -2.285  O11 0.976
14 O -1.850 -1.866 1.192  H15 0.962, H16 0.963
15 H -2.313 -1.335 0.536  O14 0.962
16 H -2.258 -1.693 2.047  O14 0.963
17 O 6.585 1.170 -0.965  H18 0.963, H19 0.969
18 H 6.452 1.352 -1.901  O17 0.963
19 H 6.119 0.337 -0.799  O17 0.969



Most stable structure, least stable structure: version B, version A.